(1)
ORCA calculation (ωB97M-V with the def2-TZVPD basis set) on a molecular structure, C56H50FNO9PbS3Si.

```
122
Properties=species:S:1:pos:R:3
Pb 0.93060 -1.55860 -0.01079
C -8.30937 2.00384 -0.89965
C -6.83726 1.62060 -0.89768
C -5.94244 2.18133 -1.83139
C -4.61538 1.78600 -1.86218
C -4.19018 0.88525 -0.90453
C -4.99622 0.33152 0.03731
C -6.33075 0.70511 0.03575
S -2.50852 0.35977 -0.92737
O -2.44237 -1.07539 -0.60107
C -1.96695 1.16947 0.58109
C -2.00598 0.50903 1.81985
C -1.58636 1.17951 2.94087
C -1.16080 2.54555 2.89132
C -0.70801 3.24898 4.04387
C -0.19701 4.51987 3.92506
C -0.08742 5.12617 2.66667
C -0.61739 4.52213 1.55163
C -1.16574 3.20501 1.62114
C -1.58224 2.48274 0.44984
C -1.73086 3.19911 -0.84695
C -2.71522 4.26126 -0.93617
C -3.72361 4.44353 0.05821
C -4.76433 5.31583 -0.12975
C -4.82149 6.13065 -1.27398
C -3.84238 6.02716 -2.23621
C -2.79603 5.06820 -2.11935
C -1.83231 4.84128 -3.14379
C -0.93900 3.80098 -3.05252
C -0.96414 2.93426 -1.97421
S -0.01760 1.45229 -2.31099
O -0.30034 1.13231 -3.74004
C 1.65565 2.03894 -2.17015
C 2.51141 1.68529 -3.18699
C 3.82430 2.12696 -3.12225
C 4.26640 2.92933 -2.06364
C 5.71628 3.36607 -1.98476
C 3.33678 3.32024 -1.07638
C 2.02488 2.87051 -1.12268
H -8.58353 2.52563 -1.83111
H -8.53000 2.68754 -0.05955
H -8.97131 1.11127 -0.80372
H -6.31402 2.92530 -2.53730
H -3.90929 2.18087 -2.59908
H -4.58550 -0.41518 0.72675
H -7.02712 0.27618 0.76578
H -2.31410 -0.53164 1.87137
H -1.54012 0.63966 3.90189
H -0.74087 2.77014 5.03098
H 0.13930 5.05942 4.82466
H 0.38980 6.11175 2.59335
H -0.62028 5.05517 0.59329
H -3.68406 3.87236 1.00031
H -5.54761 5.43951 0.62342
H -5.61103 6.86653 -1.36101
H -3.87060 6.72261 -3.08378
H -1.82882 5.49220 -4.01310
H -0.23828 3.58322 -3.86929
H 2.12348 1.10083 -4.01267
H 4.53102 1.86961 -3.91091
H 6.16472 3.39651 -2.98978
H 6.28655 2.65520 -1.33459
H 5.77158 4.38530 -1.54557
H 3.65640 3.97841 -0.25897
H 1.32596 3.07585 -0.31745
C 1.87853 -7.20381 -2.22458
Si 2.60960 -5.92518 -3.32854
C 2.71871 -6.56839 -5.06204
C 4.28876 -5.36037 -2.75780
C 1.44901 -4.36661 -3.44339
C 0.87896 -3.95281 -4.63425
C 0.12472 -2.77875 -4.69057
C -0.05047 -2.03977 -3.53529
N 0.48534 -2.42206 -2.37157
C 1.17482 -3.59134 -2.26633
S 1.83969 -4.11306 -0.70964
H 2.52751 -8.11125 -2.29637
H 0.85137 -7.47956 -2.56741
H 1.80664 -6.86073 -1.16674
H 3.37999 -7.45787 -5.07256
H 3.12966 -5.79313 -5.75411
H 1.72556 -6.87497 -5.43619
H 4.92947 -6.25650 -2.65050
H 4.25921 -4.81958 -1.78056
H 4.72659 -4.68304 -3.53014
H 1.01229 -4.53620 -5.55197
H -0.33544 -2.44206 -5.62236
H -0.62342 -1.12003 -3.52298
O -2.34308 -3.87881 -0.08848
H -2.32884 -2.92470 -0.18372
H -1.90122 -4.09599 0.74771
F 0.50383 0.77849 0.00659
O 6.27792 0.46031 2.11138
C 5.45807 -0.43200 2.64879
C 5.62714 -0.87205 3.97086
C 4.76661 -1.80370 4.50776
C 3.71584 -2.34917 3.76318
C 3.53725 -1.96282 2.43531
C 4.36334 -0.99077 1.86949
C 4.20103 -0.52370 0.39975
O 5.12018 0.27246 0.01867
O 3.24863 -0.95528 -0.29657
H 5.84376 0.51725 1.02218
H 6.45461 -0.48342 4.57158
H 4.92519 -2.12746 5.54211
H 3.03548 -3.05695 4.22008
H 2.76629 -2.46509 1.83279
O -0.96219 -5.13508 4.80842
C -0.51337 -3.92979 5.20346
C -0.37111 -3.65199 6.57122
C 0.06051 -2.40250 6.97316
C 0.40294 -1.42070 6.05463
C 0.27318 -1.67563 4.69427
C -0.21034 -2.91045 4.25097
C -0.47862 -3.18531 2.77577
O -0.86786 -4.34706 2.45967
O -0.27808 -2.21022 2.01039
H -1.00272 -5.02053 3.77129
H -0.59439 -4.44087 7.29799
H 0.13466 -2.17109 8.04167
H 0.76754 -0.45502 6.40993
H 0.53978 -0.91958 3.95253
```

Output
ΔE to the lowest compared entry with this formula, charge and spin ... 8.06 kcal/mol
Net charge ... -2

(2)
ORCA calculation (ωB97M-V with the def2-TZVPD basis set) on a molecular structure, C5H6N.

```
12
Properties=species:S:1:pos:R:3
C 0.57411 1.14847 -0.42625
C -0.85656 1.32962 -0.23487
C 0.46430 -1.11768 0.07227
C 1.42754 -0.08743 -0.53408
C -0.14253 0.21619 0.74368
N 1.34722 0.87872 0.60674
H -1.14104 2.24427 0.40798
H -1.43079 1.20856 -1.13568
H -0.25716 -1.70271 -0.59849
H 1.04252 -1.73530 0.79808
H 2.36236 -0.12882 -1.10085
H -0.31225 0.59999 1.81928
```

Output
ΔE to the lowest compared entry with this formula, charge and spin ... 137.07 kcal/mol
Net charge ... +1

(3)
ORCA calculation (ωB97M-V with the def2-TZVPD basis set) on a molecular structure, C20H21N3OS.

```
46
Properties=species:S:1:pos:R:3
O 1.87892 1.63420 1.49653
C 0.85946 1.18673 1.03405
N -0.42065 1.76166 0.96243
C -1.49780 1.24155 0.43090
H -1.23041 0.29603 0.06646
C -1.79517 2.04486 -0.68340
N -1.90880 3.37883 -0.18384
C -3.17599 3.98025 -0.05027
C -3.31981 5.32433 0.13503
C -4.55398 5.94625 0.64429
C -5.79212 4.93607 0.76287
C -5.52170 3.62562 0.52381
C -4.17656 3.30325 0.28307
H -4.37474 2.05200 0.16719
H -6.33183 3.11463 0.73379
H -6.59172 5.42254 1.27047
H -4.56799 7.04509 0.87367
H -2.49913 5.96819 0.12841
C -0.87845 3.98259 0.11248
H -0.91292 4.86986 0.60443
C -0.30936 3.05213 1.33071
H 0.54280 3.16105 1.88638
H -1.23605 3.06834 2.18479
H -0.03236 3.72485 -0.43178
H -2.83843 1.73368 -1.52762
H -1.13133 2.06786 -1.51665
H -2.15379 1.32421 1.28254
C 0.84798 -0.41233 0.40688
H 0.73755 -0.48486 -0.44413
H 0.25063 -0.96872 1.15286
C 2.31512 -0.97952 0.57690
C 2.58065 -2.27847 -0.01385
N 2.85495 -3.34644 0.70753
C 3.04273 -4.41380 -0.03970
C 3.39594 -5.73209 0.34623
C 3.09835 -6.83339 -0.66658
C 2.88668 -6.45811 -2.05895
C 2.34072 -5.39289 -2.10319
C 2.45984 -4.29230 -1.41476
S 1.99432 -2.76939 -1.60910
H 2.06398 -5.06863 -3.14830
H 2.77034 -7.59446 -2.45411
H 3.67377 -7.82292 -0.27812
H 3.78998 -5.87598 1.41255
H 3.13561 -0.36891 0.08045
H 2.61379 -0.84757 1.76818
```

Output
ΔE to the lowest compared entry with this formula, charge and spin ... 383.35 kcal/mol

| no. | lowest unoccupied orbital energy (eV) | HOMO (hartree) |
| --- | --- | --- |
| 1 | 3.40 | -0.0926 |
| 2 | -5.33 | -0.5869 |
| 3 | 0.45 | -0.2780 |